Model w:
The following is a quantum chemistry calculation of a cluster of 5 separate species, CH11O4S in total, from the OMol25 dataset.

Kohn-Sham gap, Ha: 0.2398
Total charge: -1
HOMO, eV: -3.079

Each line ends with the Löwdin charge.
Cartesian coordinates (Å):
C -0.849 1.197 -0.870  -0.6367
S 0.611 1.078 0.244  0.2551
H -1.368 0.234 -0.891  -0.0373
H -0.524 1.423 -1.897  -0.0103
H -1.730 1.886 -0.681  0.0169
H -1.365 1.423 3.391  0.0128
H -0.710 0.361 2.510  -0.0493
O -1.438 0.498 3.147  -0.1212
H -2.048 -1.795 0.192  0.0340
H -3.267 -2.585 0.206  0.0280
O -2.828 -1.937 -0.363  -0.0735
H 3.247 -1.242 0.309  0.0193
H 2.276 -2.387 -0.109  0.0265
O 2.855 -2.072 0.593  -0.0890
H 2.909 1.666 -2.473  -0.0086
H 1.719 1.265 -1.376  -0.1581
O 2.508 0.983 -1.931  -0.2085


Model x:
The following is a quantum chemistry calculation of a cluster of 5 separate species, CH11O4S in total, from the OMol25 dataset.

Kohn-Sham gap, Ha: 0.2232
Total charge: -1
HOMO, eV: -3.027

Each line ends with the Löwdin charge.
Cartesian coordinates (Å):
C 1.860 1.351 -2.196  -0.7254
S 0.442 0.927 -1.148  0.1606
H 1.498 2.151 -2.838  -0.0378
H 2.754 1.809 -1.760  -0.0075
H 2.185 0.611 -2.935  -0.0109
H 2.302 -0.416 1.875  0.0173
H 1.305 -0.540 0.787  -0.0958
O 1.831 -1.090 1.373  -0.1159
H -3.441 -3.754 -3.021  0.0337
H -2.942 -4.480 -1.806  0.0344
O -3.220 -4.640 -2.714  -0.0687
H 0.021 2.700 3.448  0.0265
H -0.507 1.277 3.255  -0.0067
O 0.104 1.807 3.792  -0.0810
H -1.948 0.220 1.052  0.0349
H -0.711 1.198 1.220  -0.0481
O -1.532 0.870 1.616  -0.1099


Stability check: which of them is most stable? model x.


Model w:
The following is a quantum chemistry calculation of a cluster of 5 separate species, CH11O4S in total, from the OMol25 dataset.

Kohn-Sham gap, Ha: 0.2599
Total charge: -1
HOMO, eV: -3.454

Each line ends with the Löwdin charge.
Cartesian coordinates (Å):
C 2.447 -1.082 0.823  -0.6323
S 0.879 -2.110 0.418  0.0990
H 2.144 -0.596 1.770  -0.0267
H 3.335 -1.733 0.753  -0.0186
H 2.907 -0.192 0.345  -0.0007
H -0.100 0.578 2.053  -0.0113
H -0.457 -0.404 0.955  -0.0824
O -0.724 0.518 1.342  -0.1694
H 1.555 0.299 -2.956  -0.0142
H 1.359 0.043 -1.505  -0.0060
O 1.477 0.754 -2.165  -0.0572
H -3.773 -0.919 -0.040  0.0183
H -3.834 -0.055 1.169  0.0311
O -4.342 -0.288 0.383  -0.0631
H -0.357 1.767 -0.587  0.0315
H -1.327 1.309 -1.693  0.0664
O -1.189 2.112 -1.065  -0.1644


Model x:
The following is a quantum chemistry calculation of a cluster of 5 separate species, CH11O4S in total, from the OMol25 dataset.

Kohn-Sham gap, Ha: 0.2562
Total charge: -1
HOMO, eV: -3.400

Each line ends with the Löwdin charge.
Cartesian coordinates (Å):
C 1.120 -2.087 0.177  -0.5866
S -0.570 -1.842 -0.523  0.2488
H 1.272 -3.166 0.211  -0.0090
H 1.257 -1.605 1.105  -0.0176
H 1.740 -1.585 -0.509  -0.0413
H 0.438 -0.355 -1.781  -0.1114
H -0.242 0.670 -2.668  0.0252
O 0.631 0.496 -2.266  -0.1718
H -2.486 -0.361 2.373  -0.0321
H -1.528 -1.056 1.429  -0.1017
O -1.812 -0.999 2.378  -0.1293
H 0.705 1.769 0.507  0.0465
H 2.201 1.730 0.064  0.0424
O 1.507 2.363 0.353  -0.1060
H -0.810 1.952 -0.773  -0.0289
H -1.746 1.869 0.419  0.0394
O -1.677 2.207 -0.495  -0.0667


Stability check: which of them is most stable? model x.


Model w:
The following is a quantum chemistry calculation of a structure of composition C3H6N4O, from the OMol25 dataset.

Kohn-Sham gap, Ha: 0.3800
HOMO, eV: -9.962

Each line ends with the Löwdin charge.
Cartesian coordinates (Å):
C -0.347 0.864 0.108  -0.5009
C 1.889 -0.343 0.279  -0.3188
C -1.990 -0.487 -0.152  -0.2028
H -0.500 3.056 -0.527  0.2733
H 1.082 2.361 0.331  -0.0742
H -0.110 -0.642 0.831  -0.0411
H 2.285 -0.719 0.984  0.0239
H 2.414 0.467 -0.107  0.1278
H 1.818 -2.311 -0.052  0.2510
N 0.383 2.109 -0.110  0.1293
N 0.535 -0.140 0.648  0.1557
N -1.423 0.813 -0.312  0.1244
N -2.435 -1.630 0.107  0.1071
O 2.034 -1.310 -0.651  -0.0548


Model x:
The following is a quantum chemistry calculation of a cluster of 3 separate species, C3H6N4O in total, from the OMol25 dataset.

Kohn-Sham gap, Ha: 0.3181
HOMO, eV: -9.323

Each line ends with the Löwdin charge.
Cartesian coordinates (Å):
C -0.930 0.753 0.589  -0.3019
C -1.837 -0.442 0.245  -0.1950
C 0.345 -0.102 0.483  -0.3369
H -0.168 2.411 -0.523  0.0804
H -2.237 1.793 -1.175  0.2446
H -0.693 1.525 1.512  0.1755
H -2.898 -0.364 -0.069  0.1123
H 2.028 0.843 1.397  0.2463
H 1.603 -1.164 -1.453  0.3773
N -0.770 1.515 -0.767  -0.0402
N -1.230 -1.466 -0.066  0.0044
N 0.117 -1.256 -0.233  0.0152
N 1.518 0.710 0.244  -0.0759
O 2.432 -0.353 -0.231  -0.3062


Model y:
The following is a quantum chemistry calculation of a structure of composition C3H6N4O, from the OMol25 dataset.

Kohn-Sham gap, Ha: 0.3281
HOMO, eV: -9.182

Each line ends with the Löwdin charge.
Cartesian coordinates (Å):
C 1.478 0.941 -0.362  -0.0968
C 0.312 1.577 0.029  -0.0510
C -0.898 0.703 -0.072  -0.4614
H -1.117 -2.179 -1.111  0.1715
H -1.867 -0.872 0.699  0.2079
H 1.201 -1.903 1.134  0.1716
H 2.601 1.302 -0.287  0.1510
H 0.781 2.636 0.841  0.2120
H -2.494 -0.046 -0.011  0.0951
N -0.806 -1.669 0.024  -0.0635
N -0.325 -0.465 -0.859  -0.1280
N 1.090 -0.453 -0.489  -0.1791
N -2.049 0.932 0.422  0.1170
O 1.271 -0.836 0.934  -0.1463


Model z:
The following is a quantum chemistry calculation of the molecule C3H6N4O, from the OMol25 dataset.

Kohn-Sham gap, Ha: 0.3511
SMILES string: NCc1nnoc1N
HOMO, eV: -9.120

Each line ends with the Löwdin charge.
Cartesian coordinates (Å):
C -1.209 0.171 -0.399  -0.1787
C 0.309 -0.424 -0.279  -0.2224
C 1.357 0.192 0.153  -0.5076
H -2.131 -0.719 1.658  0.1532
H -3.271 -0.466 0.202  0.0606
H -1.558 -0.066 -1.475  0.1104
H -1.148 1.404 -0.254  0.1289
H 0.772 1.902 -0.024  0.0776
H 2.678 1.640 -0.398  0.2341
N -2.250 -0.615 0.474  -0.1005
N 0.605 -1.790 -0.230  0.0388
N 1.737 -2.054 0.074  0.1057
N 1.674 1.477 0.233  0.1139
O 2.433 -0.654 0.264  -0.0140


Stability check: which of them is most stable? model z.